1.
{"formula": "C6H12NOS", "method": "wB97M-V/def2-TZVPD", "species": ["H", "C", "C", "H", "H", "H", "H", "H", "O", "H", "C", "S", "C", "H", "H", "H", "H", "N", "C", "C", "H"], "coordinates": [[0.00, 2.63, 1.51], [-0.66, 0.16, 2.17], [0.30, -0.10, -2.69], [-1.47, 0.94, 2.09], [-0.42, -2.58, -1.46], [-1.61, -1.97, -2.59], [1.00, 0.84, 3.43], [1.71, 2.54, 2.03], [-0.84, -0.41, 0.79], [1.30, -0.73, -2.88], [0.84, 2.05, 1.52], [1.14, 1.72, -0.27], [-1.09, -1.81, -1.58], [1.44, -0.01, 1.94], [-1.76, -1.85, -0.83], [-0.79, -0.73, 2.70], [0.57, 0.88, -2.61], [-0.17, -0.63, -1.44], [-0.16, -0.11, -0.24], [0.80, 0.69, 2.27], [-0.30, -0.22, -3.52]], "total_charge": 1, "homo_lumo_gap_ev": 9.20, "homo_ev": -13.38}

2.
{"formula": "C6H12NOS", "method": "wB97M-V/def2-TZVPD", "species": ["C", "H", "H", "H", "H", "C", "H", "H", "H", "H", "H", "H", "C", "S", "H", "O", "H", "N", "C", "C", "C"], "coordinates": [[0.02, -0.47, 2.29], [1.51, -0.82, -0.91], [1.49, 0.47, 0.39], [0.63, 0.33, -4.46], [0.33, -1.01, 3.26], [0.87, -0.37, -0.14], [-0.84, -0.35, -1.40], [1.50, -1.66, 1.43], [-0.74, 0.91, -0.50], [0.62, 0.54, 2.30], [1.09, 1.74, -1.85], [-0.54, 1.59, -2.73], [-1.89, 0.56, 1.25], [1.22, -0.17, -3.34], [-0.20, -1.89, 0.84], [-2.10, 1.26, 0.36], [-2.14, -0.53, 2.99], [-0.15, 0.22, -0.92], [0.34, 1.02, -2.17], [0.56, -1.18, 1.08], [-1.57, -0.18, 2.22]], "total_charge": 1, "homo_lumo_gap_ev": 10.16, "homo_ev": -13.26, "smiles": "O=C=CCCC[NH2+]CS"}

3.
{"formula": "C6H12NS", "method": "wB97M-V/def2-TZVPD", "species": ["H", "C", "S", "H", "H", "H", "C", "H", "H", "C", "C", "N", "H", "H", "H", "H", "H", "C", "H", "C"], "coordinates": [[2.25, 0.82, -0.84], [-0.02, -0.87, 0.69], [0.21, 1.76, 1.90], [-1.36, 1.33, -1.60], [0.67, 0.55, -2.86], [-1.32, -0.83, 2.36], [0.53, 0.16, -1.91], [0.66, -1.61, 0.16], [0.77, -0.90, -1.72], [-1.03, 0.01, -0.07], [0.05, 0.59, 0.66], [1.21, 0.96, -0.97], [-0.63, -2.46, 1.93], [0.37, -1.13, 2.82], [1.01, 1.94, -1.23], [-2.04, -0.06, 0.30], [1.48, 1.16, 2.01], [-0.94, 0.32, -1.55], [-1.44, -0.36, -2.18], [-0.43, -1.38, 2.09]], "total_charge": 1, "homo_lumo_gap_ev": 9.97, "homo_ev": -13.98}

4.
{"formula": "C6H12O", "method": "wB97M-V/def2-TZVPD", "species": ["C", "C", "H", "H", "O", "H", "C", "H", "H", "H", "C", "H", "C", "C", "H", "H", "H", "H", "H"], "coordinates": [[0.79, -0.11, 0.13], [-1.18, 1.07, 0.55], [-0.88, 0.79, 1.56], [-0.13, 1.12, -1.38], [1.35, 0.23, 1.44], [-0.55, -1.38, -1.26], [1.89, -0.97, -0.47], [-0.71, -2.01, 0.35], [1.61, -1.30, -1.47], [-2.28, 0.13, -1.03], [-1.84, -0.15, -0.06], [-2.65, -0.58, 0.55], [0.11, 1.19, -0.32], [-0.60, -1.07, -0.20], [1.48, 1.20, 1.46], [1.88, -1.85, 0.19], [0.65, 2.13, -0.14], [-1.79, 1.97, 0.60], [2.92, -0.59, -0.44]], "homo_lumo_gap_ev": 10.61, "homo_ev": -9.62, "smiles": "CC1(O)CCCC1"}

5.
{"formula": "C6H12O", "method": "wB97M-V/def2-TZVPD", "species": ["H", "H", "H", "C", "C", "C", "H", "C", "C", "H", "H", "H", "O", "H", "H", "H", "H", "H", "C"], "coordinates": [[-2.45, 1.59, -0.41], [-1.87, -1.44, -1.27], [0.48, -0.05, 1.35], [1.24, -1.35, -0.32], [1.65, 1.23, 0.07], [-1.46, -0.97, -0.39], [2.62, 0.85, 0.40], [0.66, 0.06, 0.26], [-0.64, 0.25, -0.45], [-1.55, 0.60, 1.96], [-0.54, 0.58, -1.49], [2.14, -1.48, 0.26], [-2.29, 0.87, 1.42], [0.75, -2.38, -0.29], [1.71, 1.53, -0.98], [-1.51, -1.58, 0.52], [1.49, -1.22, -1.39], [1.45, 2.14, 0.66], [-1.90, 0.79, 0.10]], "homo_lumo_gap_ev": 8.81, "homo_ev": -7.84, "smiles": "CC(C)[C@H]1C[C@H]1O"}

6.
{"formula": "C6H12O", "method": "wB97M-V/def2-TZVPD", "species": ["C", "H", "H", "C", "H", "H", "C", "H", "H", "O", "H", "C", "H", "H", "C", "C", "H", "H", "H"], "coordinates": [[1.60, 1.19, 0.11], [0.76, -2.18, -0.18], [-0.45, 0.49, -1.61], [-1.85, 0.65, 0.09], [-1.60, -1.52, 0.46], [-2.35, -1.14, -1.17], [1.40, -1.30, -0.29], [0.44, -0.19, 1.26], [1.13, 2.07, 0.58], [-1.93, 1.05, 1.43], [-1.36, 0.47, 1.96], [0.69, -0.04, 0.19], [1.66, -1.22, -1.35], [1.81, 1.45, -0.94], [-0.60, 0.17, -0.58], [-1.75, -0.78, -0.33], [2.33, -1.48, 0.27], [2.56, 1.01, 0.61], [-2.51, 1.30, -0.49]], "homo_lumo_gap_ev": 10.41, "homo_ev": -9.38, "smiles": "CC(C)[C@H]1C[C@H]1O"}

7.
{"formula": "C6H12O", "method": "wB97M-V/def2-TZVPD", "species": ["C", "H", "H", "H", "H", "C", "H", "H", "H", "H", "C", "C", "H", "H", "C", "O", "C", "H", "H"], "coordinates": [[-0.62, -1.25, -0.35], [1.39, 0.99, 0.11], [-1.67, 0.24, 1.75], [-0.27, 0.15, -2.04], [1.04, -1.52, 2.38], [-0.13, -0.99, 0.98], [-0.19, 0.25, 2.75], [-0.64, -2.32, -0.58], [1.76, 1.05, -1.60], [-0.15, 2.61, -1.72], [0.47, -0.58, -1.22], [0.96, 0.83, -0.89], [-1.14, 1.54, -0.66], [-0.29, 1.14, 1.19], [-0.28, 1.60, -1.33], [0.69, -1.88, 1.56], [-0.57, 0.21, 1.72], [-1.60, -0.79, -0.52], [1.25, -1.29, -1.52]], "homo_lumo_gap_ev": [6.03, 8.25], "homo_ev": [-5.95, -7.56]}

8.
{"formula": "C6H12O", "method": "wB97M-V/def2-TZVPD", "species": ["H", "O", "C", "H", "C", "H", "C", "H", "H", "H", "H", "C", "H", "H", "H", "C", "H", "H", "C"], "coordinates": [[-0.62, 1.00, -3.36], [3.64, -0.94, 4.51], [-0.16, -0.35, 0.53], [3.14, -1.73, 4.33], [-2.59, -0.62, -0.01], [-2.26, 1.08, -1.83], [-1.40, -0.07, -0.27], [4.58, -1.13, 4.52], [-1.16, 2.05, -0.87], [0.34, 0.57, 0.81], [-2.69, -1.45, 0.68], [-0.26, 0.82, -2.35], [1.58, 0.41, -1.34], [-0.45, -0.72, 1.52], [0.47, -1.13, 0.10], [-1.32, 1.05, -1.28], [1.64, 0.69, -3.17], [-3.52, -0.13, -0.25], [1.04, 0.60, -2.26]], "homo_lumo_gap_ev": 10.06, "homo_ev": -9.24, "smiles": "C=CCC(=C)C.O"}

9.
{"formula": "C6H12O", "method": "wB97M-V/def2-TZVPD", "species": ["C", "H", "H", "H", "H", "C", "H", "O", "H", "H", "H", "C", "H", "C", "C", "H", "H", "H", "C"], "coordinates": [[-1.79, -1.07, 0.35], [-0.57, 1.96, 0.80], [-0.87, 1.95, -0.93], [-1.39, -1.98, 0.78], [3.00, -0.03, 1.26], [-0.80, -0.01, -0.07], [3.18, -0.44, -0.47], [1.51, 0.69, -0.01], [-2.28, -0.31, -1.69], [0.69, -0.59, 1.39], [0.95, -1.29, -0.23], [2.84, 0.34, 0.23], [-2.21, 1.62, 0.19], [-1.14, 1.46, 0.01], [-1.52, -0.82, -1.11], [-2.75, -0.76, 0.76], [-0.96, -1.57, -1.67], [3.45, 1.23, 0.09], [0.63, -0.37, 0.30]], "homo_lumo_gap_ev": 10.64, "homo_ev": -9.60, "smiles": "COCC1(C)CC1"}

10.
{"formula": "C6H12O", "method": "wB97M-V/def2-TZVPD", "species": ["H", "H", "H", "C", "H", "O", "H", "C", "H", "H", "C", "H", "C", "H", "H", "H", "C", "C", "H"], "coordinates": [[1.72, -0.23, -2.79], [3.18, -0.73, 1.12], [-0.50, -0.07, 0.92], [1.88, -0.43, -0.39], [-2.33, -0.76, -1.07], [-2.06, 0.85, 3.29], [2.75, -0.25, -1.05], [0.58, -0.10, -2.47], [1.50, -1.01, 1.69], [0.37, 0.88, -2.75], [0.60, -0.11, -0.99], [-1.84, 0.04, 3.79], [-0.49, 0.07, -0.19], [-2.51, 0.90, -0.43], [0.00, -0.81, -2.96], [-1.74, 0.58, -2.01], [2.11, -0.72, 0.92], [-1.82, 0.15, -0.93], [-1.27, 1.42, 3.49]], "homo_lumo_gap_ev": 8.94, "homo_ev": -8.24, "smiles": "C=C/C(C)=C/C.O"}

11.
{"formula": "C6H12O", "method": "wB97M-V/def2-TZVPD", "species": ["C", "C", "O", "C", "H", "H", "H", "H", "H", "H", "C", "H", "C", "H", "H", "H", "H", "C", "H"], "coordinates": [[1.09, 0.23, -1.16], [-0.34, 0.22, -1.64], [0.82, 1.51, 1.77], [-1.09, -0.89, -1.55], [-2.02, -1.00, -2.08], [0.20, 2.01, 2.30], [1.02, -1.36, 0.34], [1.51, 1.25, -1.16], [-1.48, 0.29, 2.36], [-1.59, -0.62, 0.56], [-0.97, -0.30, 1.56], [1.64, -0.38, -1.86], [1.21, -0.28, 0.27], [-0.48, 1.08, 0.08], [-0.72, -1.27, 1.97], [2.24, -0.14, 0.65], [-0.65, 1.03, -2.29], [0.15, 0.55, 0.99], [-0.62, -1.78, -1.16]], "homo_lumo_gap_ev": 10.10, "homo_ev": -9.10, "smiles": "C=CCC[C@@H](C)O"}

12.
{"formula": "C6H12O", "method": "wB97M-V/def2-TZVPD", "species": ["C", "C", "H", "H", "H", "H", "H", "H", "C", "H", "C", "C", "H", "H", "O", "C", "H", "H", "H"], "coordinates": [[-0.37, -0.21, 0.42], [1.16, -0.29, 0.23], [1.44, 1.43, -2.14], [2.72, 0.37, -1.44], [-0.94, -2.16, -0.35], [-2.25, -0.97, -0.42], [-0.59, 1.99, 0.79], [-0.31, 0.22, 2.55], [1.65, 0.51, -1.56], [-0.78, 1.54, -0.93], [-0.30, 1.27, 0.02], [-1.17, -1.11, -0.54], [-0.92, -0.90, -1.58], [-1.93, -0.19, 1.95], [1.14, 1.29, -0.11], [-0.86, -0.42, 1.85], [1.21, -0.34, -2.07], [1.70, -0.37, 1.18], [-0.72, -1.46, 2.16]], "homo_lumo_gap_ev": 7.75, "homo_ev": -6.84}

What are the energy above the lowest of the compared OMol25 structures with the same formula, charge and spin values for these records? In order: 68.67, 58.65, 56.48, 37.24, 74.36, 27.57, 134.96, 48.57, 37.51, 57.18, 56.65, 148.54 kcal/mol.